[1]
Below is a cluster of 12 separate species, C40H84N8O14 in total at a distorted geometry, with properties calculated with wB97M-V/def2-TZVPD.

Structure (XYZ):
```
146
Properties=species:S:1:pos:R:3:forces:R:3
O 0.1011 5.9989 0.6760 -0.137 -0.175 -0.280
C 0.2102 5.5729 -0.4667 0.861 0.462 1.227
N -0.8201 5.5363 -1.3163 -0.987 -0.177 -1.179
C 1.5770 5.1571 -0.9545 0.741 0.011 -1.120
H -0.8171 5.0990 -2.2266 0.476 -0.097 0.145
H -1.7147 5.9127 -1.0502 0.149 0.021 0.458
H 1.6482 4.7318 -1.9609 -0.561 -0.326 0.140
H 2.1002 4.5032 -0.2612 -0.265 -0.024 0.175
H 2.2206 6.0313 -1.0890 -0.272 0.269 0.517
O 2.0342 0.8703 4.8697 -0.226 0.024 0.464
C 1.3140 1.5270 5.6203 0.199 0.097 -1.171
N 1.5108 1.5440 6.9474 0.527 -0.538 -0.100
C 0.2136 2.3691 5.0435 0.053 -0.330 0.090
H 1.0125 2.1343 7.5828 0.030 0.021 0.103
H 2.3330 1.0111 7.1940 -0.199 0.200 0.614
H -0.4850 1.6912 4.5505 -0.008 0.077 0.140
H 0.6751 2.9656 4.2580 -0.134 0.212 0.084
H -0.3175 2.9814 5.7695 0.085 0.044 -0.050
O 6.4765 1.2556 -2.9594 0.208 0.169 0.184
C 6.0700 0.1411 -2.7095 0.228 0.166 -0.312
N 6.8866 -0.8722 -2.3195 -0.053 -1.035 0.217
C 4.5866 -0.1448 -2.8057 0.294 -0.722 -0.751
H 6.5711 -1.8272 -2.3327 -0.319 0.116 0.054
H 7.8860 -0.8061 -2.2308 -0.008 0.670 -0.186
H 4.3123 -1.1811 -3.0220 0.294 -0.201 0.546
H 4.2581 0.3522 -3.7166 -0.295 0.618 0.435
H 4.1294 0.1946 -1.8798 -0.295 0.162 -0.196
O -4.1341 4.8766 4.8573 0.259 -0.315 -0.370
C -3.9187 3.9732 4.0486 -0.074 1.036 1.128
N -4.7265 3.7964 2.9895 0.131 -0.084 -0.646
C -2.7569 3.0418 4.2601 -0.391 -0.107 -0.211
H -4.5753 3.1143 2.2483 0.062 0.274 0.348
H -5.2800 4.6100 2.7747 -0.254 -0.174 0.035
H -1.8150 3.5675 4.1064 -0.219 0.126 -0.292
H -2.8442 2.1926 3.5811 0.290 -0.179 0.210
H -2.7620 2.7550 5.3102 -0.092 -0.273 -0.084
O 3.2320 -5.4371 -5.2971 -0.350 -0.221 0.522
C 2.0734 -5.3828 -4.8963 2.524 0.805 -1.679
N 1.4716 -6.4550 -4.3482 -1.031 0.493 0.290
C 1.3149 -4.0843 -5.0632 -0.765 -0.738 0.729
H 0.4720 -6.4198 -4.2531 0.045 -0.397 0.232
H 1.9782 -7.3168 -4.2670 0.012 -0.053 -0.092
H 1.3895 -3.5547 -4.1089 -0.519 -0.084 0.092
H 0.2981 -4.4024 -5.3163 -0.231 0.707 0.248
H 1.6872 -3.3790 -5.7984 0.361 -0.516 -0.318
O -4.8429 1.9532 0.8931 0.358 -0.889 -0.355
C -4.6656 1.0190 0.1103 -0.315 0.911 -0.130
N -5.7235 0.2031 -0.1710 0.368 0.871 0.660
C -3.4113 0.8991 -0.6971 0.378 -1.184 -1.400
H -6.5363 0.6099 0.2677 -0.387 -0.625 -0.127
H -5.8116 -0.4720 -0.9058 0.227 0.029 -0.037
H -3.4798 0.0614 -1.4058 -0.290 0.008 0.070
H -2.4466 0.6968 -0.2333 -0.282 0.396 0.708
H -3.3140 1.7666 -1.3518 -0.038 0.275 0.353
C 1.2243 1.6361 -2.4236 -2.129 -0.272 -0.217
C -0.0345 0.8806 -1.9102 1.733 0.391 0.361
N 0.1515 0.3817 -0.5378 -1.053 0.364 0.030
C 0.1307 1.5088 0.4167 1.062 -0.233 -0.390
C -0.4612 1.1817 1.7824 -0.668 0.500 -0.897
C 1.2840 -0.4986 -0.3382 0.220 -1.055 -0.345
C 1.2627 -1.6649 -1.3521 0.261 0.545 0.312
H 0.9040 1.8434 -3.4475 0.970 -0.029 -0.299
H 2.0631 0.9652 -2.2899 0.438 0.489 -0.380
H 1.2694 2.6057 -1.9353 0.578 -0.161 0.219
H -0.8463 1.6052 -1.9560 -0.323 -0.319 0.228
H -0.2090 0.0772 -2.6256 -0.216 -0.286 0.331
H 1.1794 1.8274 0.5302 0.002 0.078 0.386
H -0.3044 2.3720 -0.0900 -0.552 -0.070 0.303
H -1.5352 0.9838 1.7232 0.019 -0.240 -0.224
H 0.0201 0.2981 2.1918 0.158 0.276 0.461
H -0.4184 2.0910 2.3832 0.485 -0.362 0.293
H 1.2590 -0.9048 0.6765 -0.357 -0.041 0.045
H 2.2944 -0.0578 -0.3731 -0.158 0.598 -0.219
H 0.2386 -2.0325 -1.4204 0.090 -0.276 -0.123
H 1.9648 -2.4516 -1.0733 -0.213 -0.106 0.240
H 1.6093 -1.3322 -2.3333 -0.255 0.085 -0.084
C 0.1997 -2.2112 3.6357 -0.531 0.511 0.045
C -0.2930 -1.9416 5.0571 0.276 -1.190 0.159
N -1.3040 -2.9279 5.4747 0.238 0.226 -0.724
C -1.3408 -3.1432 6.9048 -0.183 -0.440 -0.212
C -0.2426 -4.0846 7.3315 0.953 0.050 0.688
C -2.5555 -2.8555 4.7512 -0.820 -0.343 -0.835
C -3.5708 -1.8080 5.2491 2.155 0.770 0.859
H 0.6514 -3.2014 3.6487 -0.008 -0.029 -0.330
H 0.9196 -1.4569 3.3131 0.182 -0.051 0.211
H -0.6260 -2.1602 2.9235 0.120 -0.202 -0.059
H 0.5903 -2.1856 5.6489 -0.074 0.501 0.412
H -0.5878 -0.9052 5.2540 -0.036 0.141 -0.138
H -1.2542 -2.1889 7.4436 -0.307 -0.113 0.241
H -2.2561 -3.6816 7.1693 -0.291 0.564 -0.109
H -0.3482 -4.3853 8.3790 -0.198 -0.009 -0.065
H -0.2177 -4.9812 6.7148 -0.062 0.039 -0.064
H 0.7378 -3.6005 7.2986 0.033 -0.113 -0.242
H -3.0477 -3.8335 4.6854 0.119 -0.159 0.574
H -2.3079 -2.7245 3.6965 -0.063 0.495 0.112
H -2.9368 -0.9475 5.5182 -0.119 0.190 -0.173
H -3.8955 -2.1138 6.2444 -0.891 -0.081 -0.319
H -4.2907 -1.3831 4.5582 -0.421 -0.686 0.002
O 7.3240 -2.8856 2.1094 0.308 0.149 -0.422
C 6.3481 -2.1996 2.1447 -0.559 -1.325 0.638
O 5.5386 -2.2515 3.2492 -0.073 0.592 -0.092
C 4.4664 -1.2976 3.1291 -0.637 -0.040 0.006
C 4.9026 -0.3822 2.0148 -0.434 0.845 -1.287
C 5.7619 -1.2589 1.1261 1.600 0.610 0.639
H 4.3222 -0.7245 4.0428 0.188 -0.322 0.207
H 3.5310 -1.8270 2.9298 0.091 -0.101 -0.087
H 5.4295 0.4649 2.4562 0.389 -0.158 -0.210
H 4.1605 0.0654 1.3491 -0.595 -0.062 0.674
H 6.6250 -0.7306 0.7179 -0.196 0.073 -0.274
H 5.2633 -1.7571 0.2975 -0.212 -0.194 0.228
O -0.7764 3.8165 -3.8126 -0.197 0.136 0.664
C -0.5298 4.1159 -4.9397 -0.027 0.010 -1.243
O -1.5222 4.2229 -5.8855 0.813 -0.116 0.093
C -0.8977 4.3526 -7.1848 -0.215 0.622 -1.258
C 0.4962 3.7890 -7.0430 0.018 1.108 0.992
C 0.8032 4.3410 -5.6348 0.218 -1.623 0.512
H -0.8541 5.3959 -7.5097 -0.128 0.183 0.443
H -1.5050 3.8637 -7.9449 -0.177 -0.317 0.348
H 1.2932 4.1869 -7.6650 -0.463 -0.276 -0.760
H 0.3974 2.7056 -7.0612 0.616 -0.049 0.172
H 1.1096 5.3834 -5.5562 -0.241 0.152 -0.452
H 1.6141 3.7547 -5.2009 -0.238 0.054 0.474
O 0.9544 -0.5013 -6.4543 0.511 0.595 -0.313
C -0.1129 -0.3820 -5.9432 -0.223 -0.459 0.350
O -0.6447 0.7999 -5.5218 0.556 -0.217 0.070
C -1.8592 0.5818 -4.7807 -0.126 0.337 -0.355
C -2.2721 -0.8368 -5.0881 -1.151 -0.880 0.192
C -1.0441 -1.5315 -5.6219 0.144 0.605 -0.162
H -2.5700 1.3046 -5.1780 -0.029 0.061 0.292
H -1.7119 0.7288 -3.7167 0.216 0.325 -0.111
H -3.1071 -0.7834 -5.7887 0.162 -0.396 -0.152
H -2.6169 -1.3916 -4.2126 -0.240 0.354 0.068
H -1.1815 -2.1293 -6.5198 -0.038 -0.055 0.054
H -0.5487 -2.1375 -4.8639 -0.018 -0.061 -0.051
O -5.2489 -2.8675 1.4752 -0.924 0.087 -0.070
C -4.2429 -2.8736 0.8508 1.047 -0.451 0.345
O -3.1279 -2.2446 1.3319 0.053 0.520 -0.201
C -1.9590 -2.6116 0.5762 -0.458 -1.362 -0.265
C -2.5387 -2.9566 -0.8111 0.395 0.545 0.475
C -3.8563 -3.6238 -0.4103 0.742 0.533 -0.775
H -1.5978 -3.5312 1.0473 0.369 0.070 -0.005
H -1.1880 -1.8485 0.6187 -0.260 0.290 -0.064
H -1.9439 -3.6224 -1.4336 0.300 0.129 0.142
H -2.6412 -1.9896 -1.3094 -0.362 -0.192 -0.320
H -3.5902 -4.6576 -0.1836 -0.438 -0.079 0.300
H -4.5669 -3.6140 -1.2323 -0.410 -0.001 0.353
```
Forces are in eV/Å.

The value obtained for the total energy is -83430.688 eV. The HOMO energy is -8.01 eV. As for the net charge: 0. The LUMO energy comes out at -0.0100 hartree.

***

[2]
Below is a structure of composition C49H53F6N7PTl, with properties calculated with wB97M-V/def2-TZVPD.

Structure (XYZ):
```
117
Properties=species:S:1:pos:R:3:forces:R:3
Tl 0.1757 -0.2549 -0.0139 0.126 0.129 -0.417
C -5.6885 -2.2406 -0.5659 -0.004 0.012 0.027
C -5.1663 -1.5174 -1.8092 -0.009 -0.007 -0.053
C -3.9818 -0.6527 -1.5111 0.037 0.031 -0.006
C -3.9815 0.7032 -1.2389 0.039 -0.017 0.087
C -5.1547 1.6323 -1.2603 -0.004 0.018 0.013
C -5.3451 2.3100 -2.6192 0.009 0.007 -0.016
C -2.6322 1.0674 -0.9634 -0.015 -0.029 -0.045
C -2.1727 2.3595 -0.6178 0.006 0.066 0.064
C -0.8762 2.7532 -0.3872 -0.040 0.037 -0.025
C -0.4471 4.1235 -0.1151 -0.031 -0.022 0.049
C -1.3686 5.2968 0.0015 -0.003 0.002 0.002
C -1.6992 5.9146 -1.3591 -0.007 0.000 -0.018
C 0.9046 4.1166 -0.0555 -0.003 0.005 0.000
C 1.3412 2.7358 -0.2638 -0.031 0.063 0.036
C 2.6424 2.3125 -0.2957 0.044 0.039 -0.011
C 3.1294 0.9878 -0.4839 -0.009 0.015 -0.076
N 2.3416 -0.1082 -0.6828 0.071 0.026 0.145
C 3.1572 -1.2044 -0.7645 -0.010 0.011 -0.051
C 2.6391 -2.5125 -1.0067 -0.043 -0.128 0.012
C 1.3416 -2.8919 -1.2359 0.040 -0.068 -0.036
N 0.2380 -2.0768 -1.2681 0.019 0.185 0.027
C -0.8657 -2.8536 -1.5016 -0.104 -0.078 0.078
C -2.1641 -2.4131 -1.5747 0.076 -0.075 -0.051
C -2.6290 -1.0913 -1.3976 -0.033 0.009 0.097
N -1.8316 -0.0341 -1.0689 -0.051 0.030 -0.041
C -0.4384 -4.2441 -1.6375 0.002 -0.017 0.003
C 0.9051 -4.2684 -1.4802 0.016 0.022 0.063
C 1.8245 -5.4451 -1.5488 -0.018 -0.009 0.024
C 2.4822 -5.5984 -2.9217 0.024 -0.002 -0.027
C -1.3686 -5.3826 -1.9041 -0.008 -0.017 0.032
C -1.7445 -5.5021 -3.3827 -0.009 0.004 -0.021
C 4.5131 -0.7938 -0.6277 -0.039 0.055 0.030
C 4.4841 0.5914 -0.4528 -0.032 -0.045 -0.008
C 5.6665 1.4990 -0.3076 -0.008 0.004 0.019
C 6.1496 2.0607 -1.6472 -0.009 0.010 -0.019
C 5.8095 -1.5606 -0.6474 0.048 -0.018 -0.003
C 5.7797 -3.0513 -0.9605 0.013 -0.038 -0.012
N 0.2308 1.9505 -0.4459 0.040 -0.081 0.015
C 1.8145 5.2822 0.1711 0.016 0.029 -0.038
C 2.3556 5.3521 1.6001 0.008 0.001 0.005
H -6.5147 -2.9115 -0.8129 -0.004 -0.001 0.004
H -6.0463 -1.5195 0.1725 0.003 0.010 0.004
H -4.9014 -2.8232 -0.0877 -0.010 -0.018 -0.012
H -5.9633 -0.9025 -2.2380 0.000 -0.011 -0.016
H -4.9056 -2.2496 -2.5794 0.010 -0.011 0.022
H -5.0340 2.3994 -0.4889 0.001 -0.006 0.006
H -6.0613 1.0806 -0.9958 -0.001 -0.001 -0.015
H -4.4461 2.8629 -2.8973 0.001 0.008 0.004
H -6.1886 3.0045 -2.6100 -0.007 0.000 0.002
H -5.5221 1.5647 -3.3966 0.001 -0.005 0.002
H -2.9334 3.1277 -0.5378 0.014 0.011 -0.011
H -0.9197 6.0520 0.6524 0.008 0.005 -0.018
H -2.2930 4.9830 0.4939 0.003 0.005 0.009
H -0.7914 6.2730 -1.8478 0.003 0.001 0.002
H -2.3910 6.7539 -1.2615 -0.001 0.000 0.008
H -2.1520 5.1704 -2.0158 -0.002 -0.004 -0.001
H 3.3991 3.0754 -0.1522 -0.003 0.009 0.016
H 3.3580 -3.3168 -1.0193 -0.063 0.025 -0.005
H -2.9234 -3.1642 -1.7523 0.009 -0.013 0.006
H 1.2704 -6.3539 -1.3019 0.001 0.005 -0.019
H 2.6004 -5.3448 -0.7847 -0.006 -0.003 0.007
H 1.7287 -5.7683 -3.6927 -0.005 0.002 0.003
H 3.1818 -6.4370 -2.9358 -0.001 -0.001 -0.002
H 3.0271 -4.6918 -3.1900 0.004 0.001 0.001
H -2.2711 -5.2538 -1.3013 0.007 -0.004 0.011
H -0.9098 -6.3140 -1.5640 0.007 0.001 -0.018
H -2.2079 -4.5805 -3.7380 -0.003 0.000 -0.002
H -2.4452 -6.3232 -3.5466 -0.003 -0.003 0.000
H -0.8584 -5.6803 -3.9950 0.004 -0.004 0.002
H 6.4870 0.9601 0.1756 0.005 0.001 -0.002
H 5.4188 2.3301 0.3605 -0.006 0.001 -0.002
H 6.4665 1.2547 -2.3113 -0.005 -0.008 -0.004
H 6.9889 2.7483 -1.5188 0.012 0.000 0.001
H 5.3392 2.5935 -2.1473 0.001 0.011 0.005
H 6.3044 -1.4291 0.3233 -0.009 -0.002 -0.005
H 6.4785 -1.0785 -1.3697 -0.007 -0.002 -0.003
H 5.2296 -3.6142 -0.2053 0.013 0.006 0.004
H 6.7983 -3.4436 -0.9845 0.003 0.001 0.001
H 5.3237 -3.2508 -1.9314 0.006 0.004 0.003
H 1.2796 6.2067 -0.0614 0.006 0.003 0.005
H 2.6511 5.2305 -0.5322 0.000 -0.005 0.009
H 1.5352 5.4454 2.3148 -0.009 -0.006 0.006
H 3.0242 6.2062 1.7287 0.000 0.006 0.001
H 2.9053 4.4433 1.8476 0.001 0.003 -0.006
C -3.5557 1.0599 2.5324 0.055 0.035 0.020
C -2.6315 0.2482 1.8512 0.001 -0.009 0.016
N -1.3346 0.4529 1.9116 -0.032 -0.103 -0.008
C -0.8635 1.4593 2.6728 -0.058 0.028 0.026
C -1.7036 2.3410 3.3591 -0.048 0.020 0.029
C -3.0930 2.1206 3.2612 0.041 -0.054 -0.048
C -1.1329 3.3894 4.1554 0.161 0.005 0.001
C 0.2080 3.5010 4.3071 -0.167 -0.013 -0.025
C 1.0932 2.5708 3.6700 0.046 -0.005 0.021
C 2.4885 2.5665 3.8666 -0.028 -0.025 -0.021
C 3.2575 1.6082 3.2605 -0.062 0.017 0.006
C 2.6298 0.6721 2.4194 -0.050 0.069 -0.010
N 1.3359 0.6773 2.2079 0.088 -0.053 -0.039
C 0.5669 1.5824 2.8302 0.043 -0.012 0.077
H -4.6099 0.8359 2.4516 -0.006 0.000 0.004
H -2.9670 -0.5839 1.2458 -0.013 0.007 -0.011
H -3.7750 2.7831 3.7815 -0.004 0.003 0.005
H -1.8058 4.0779 4.6527 0.011 0.012 0.010
H 0.6348 4.2808 4.9267 -0.012 0.006 0.007
H 2.9375 3.3195 4.5046 -0.005 0.003 0.003
H 4.3294 1.5717 3.3992 0.006 -0.001 0.003
H 3.2034 -0.0829 1.8924 0.007 -0.032 0.002
F -2.0192 -2.7143 1.5247 -0.079 0.005 -0.121
P -2.7800 -3.7420 2.5235 -0.024 0.045 -0.016
F -1.8470 -3.1861 3.7481 -0.053 -0.015 0.128
F -3.8816 -2.5964 2.8360 0.018 -0.091 0.007
F -3.6612 -4.2970 1.2900 0.027 -0.009 0.077
F -1.6327 -4.8600 2.2181 -0.024 -0.043 0.013
F -3.5132 -4.7548 3.5388 0.031 0.067 -0.078
N 0.6450 -3.0618 2.4495 0.036 0.163 -0.098
C 0.9184 -2.2373 1.6829 0.045 -0.173 0.217
H 0.0732 -3.6683 3.0165 -0.045 -0.014 -0.054
```
Forces are in eV/Å.

The value obtained for the total energy is -92401.061 eV. The expectation value of S² is 0.80. The HOMO energy (spin up / spin down) is -2.50 / -3.97 eV. As for the net charge: -1. The LUMO energy (spin up / spin down) comes out at 0.0721 / 0.0618 hartree. The spin multiplicity is 2.

***

- Look up the net charge of the second one.
  -1

***

- The highest net charge belongs to which entry?
  C40H84N8O14

***

- The highest net charge belongs to which entry?
  C40H84N8O14